Formula: C5H5OZn
Source: the Open Molecules 2025 dataset
Level of theory: ωB97M-V/def2-TZVPD

Energy: -55704.142 eV
Gap between HOMO and LUMO (alpha / beta): 0.2301 / 0.2944 Ha
Multiplicity: 2
LUMO level (alpha / beta): -0.401 / -0.401 Ha
Total charge: +2
E_HOMO (alpha / beta): -17.168 / -18.930 eV

Structure (XYZ):
```
12
Properties=species:S:1:pos:R:3:forces:R:3:mulliken_charge:R:1
C 0.88525 -1.77004 1.92230 0.96 -0.14 -0.71 -0.10
C 2.31553 -1.93355 1.86542 0.68 -0.02 -0.02 -0.43
C 0.32531 -2.18100 0.57543 -1.49 0.40 1.10 0.34
O 0.92266 -2.85233 -0.25537 -0.96 0.12 -0.53 -0.31
Zn 2.51074 -3.49435 -0.81641 1.70 -0.42 0.28 0.38
H 0.50935 -0.80559 2.30757 -0.18 -0.41 0.04 0.41
H 0.71617 -2.59594 2.66460 -0.36 0.20 -0.03 0.32
H -0.71675 -1.88846 0.36197 0.28 -0.05 -0.27 0.40
C 4.16342 -4.39183 -1.52882 0.17 -0.14 -0.33 0.02
C 5.19260 -4.96254 -2.01958 -0.89 0.43 0.61 0.33
H 6.20844 -4.79723 -1.63423 0.02 -0.01 -0.09 0.33
H 5.03921 -5.69755 -2.82731 0.08 0.03 -0.05 0.31
```
Forces are in eV/Å.

***

Formula: C21H20Cl3O6RuS3Si
Source: the Open Molecules 2025 dataset
Level of theory: ωB97M-V/def2-TZVPD

Energy: -114929.235 eV
Gap between HOMO and LUMO (alpha / beta): 0.2229 / 0.2298 Ha
Multiplicity: 2
LUMO level (alpha / beta): 0.167 / 0.167 Ha
Total charge: -2
E_HOMO (alpha / beta): -1.517 / -1.705 eV

Structure (XYZ):
```
55
Properties=species:S:1:pos:R:3:forces:R:3:mulliken_charge:R:1
Ru -0.64700 0.60760 -0.57219 0.40 -0.22 -0.03 1.70
O 0.13957 4.16274 -2.66310 -0.02 0.01 0.01 -0.80
C 0.21718 3.03967 -2.16974 0.05 0.02 0.01 -0.11
O -0.77571 2.35043 -1.74616 0.00 -0.06 -0.01 -0.54
C 1.61706 2.39040 -2.12441 -0.02 -0.02 -0.04 -0.01
C 1.58989 0.95306 -2.65108 -0.04 -0.03 -0.01 -0.01
C 2.99784 0.46276 -2.99450 0.00 0.02 0.00 -1.08
C 3.60018 0.22708 -1.58467 -0.01 -0.01 0.00 -1.02
C 2.44215 0.65788 -0.68388 -0.03 0.02 -0.01 -0.17
O 1.30663 0.19025 -1.45161 0.19 0.04 -0.05 -0.39
C 2.26969 2.18488 -0.71669 -0.03 0.06 -0.07 0.21
C 1.47155 2.65545 0.50677 0.20 -0.24 0.22 -0.15
O 1.95602 3.55130 1.20589 -0.04 0.10 -0.06 -0.83
O 0.42851 1.98154 0.79125 -0.11 0.01 -0.01 -0.54
H 2.25427 3.02088 -2.74247 0.00 0.00 -0.01 0.39
H 0.82297 0.73948 -3.39075 -0.01 0.01 0.00 0.78
H 3.54587 1.20381 -3.57709 0.00 0.00 0.00 0.39
H 2.94675 -0.46424 -3.56497 0.00 0.00 0.00 0.33
H 4.49951 0.81301 -1.39429 0.00 0.00 0.00 0.39
H 3.82983 -0.82661 -1.42650 0.01 0.00 0.00 0.37
H 2.39988 0.20718 0.30494 0.01 -0.01 0.00 0.41
H 3.23554 2.68689 -0.67534 0.00 0.00 0.01 0.50
S -0.49617 -1.30495 0.64817 0.14 0.11 -0.18 -0.74
C -2.05279 -1.48939 1.39941 -0.26 0.03 0.08 0.86
C -2.35790 -2.62637 2.15844 0.10 0.06 -0.05 -0.86
C -3.57992 -2.75722 2.78405 -0.09 -0.01 0.04 -0.55
C -4.53908 -1.74731 2.65028 0.03 -0.06 0.01 -0.52
C -4.25435 -0.62463 1.90158 0.03 0.00 -0.03 -0.70
C -3.00945 -0.46840 1.27384 0.05 0.00 0.01 0.47
S -2.63661 0.99963 0.41421 -0.50 0.12 0.19 -0.37
H -1.60533 -3.40172 2.25250 0.00 0.00 0.00 0.38
H -3.79438 -3.64068 3.37487 0.00 0.00 -0.01 0.33
H -5.50770 -1.84944 3.12747 0.00 0.01 0.01 0.31
H -4.98993 0.16419 1.78657 -0.01 0.00 0.00 0.40
C 2.41442 1.72674 3.80929 0.06 -0.03 -0.02 -0.97
S 2.12507 -0.02214 3.52615 -0.02 0.02 -0.05 0.69
O 3.00305 -0.76590 4.48700 0.01 0.02 0.02 -0.80
C 0.46530 -0.07699 4.20094 0.02 -0.07 0.03 0.47
C 0.24448 -0.90086 5.29345 -0.03 0.05 -0.03 -0.65
C -1.04158 -1.00566 5.80755 -0.02 -0.01 -0.02 -0.44
C -2.08226 -0.29391 5.22615 0.04 -0.01 0.03 -0.48
C -1.84018 0.52668 4.13230 -0.03 0.03 -0.05 -0.65
C -0.56476 0.63352 3.59813 0.02 0.02 0.02 -0.18
H 2.27171 1.94741 4.86630 -0.02 -0.05 0.02 0.40
H 1.75737 2.31782 3.16913 0.02 0.01 -0.03 0.28
H 3.44924 1.90382 3.51614 -0.03 0.06 -0.01 0.34
H 1.07958 -1.44471 5.71552 0.01 0.00 0.00 0.47
H -1.23265 -1.65833 6.65177 0.00 0.00 0.00 0.34
H -3.09057 -0.39594 5.60867 0.00 0.00 0.00 0.37
H -2.65151 1.06058 3.65554 0.00 0.00 0.00 0.44
H -0.38492 1.24171 2.71541 -0.01 -0.01 0.00 0.18
Cl -2.55272 0.45502 -3.81534 0.00 0.03 -0.01 -0.39
Si -1.70495 -0.62037 -2.21534 0.00 -0.06 0.08 0.52
Cl -3.25889 -1.95814 -1.75405 0.00 -0.01 -0.05 -0.33
Cl -0.39238 -1.92234 -3.30607 -0.03 0.03 0.02 -0.43
```
Forces are in eV/Å.

***

Formula: C6H10O2
Source: the Open Molecules 2025 dataset
Level of theory: ωB97M-V/def2-TZVPD

Energy: -10475.906 eV
SMILES: CC1(C)CO1.C=C=O
Gap between HOMO and LUMO: 0.3819 Ha
LUMO level: 0.029 Ha
E_HOMO: -9.610 eV

Structure (XYZ):
```
18
Properties=species:S:1:pos:R:3:forces:R:3:mulliken_charge:R:1
C 2.91787 -1.27641 0.95441 2.42 -3.33 -1.19 0.85
C -0.37329 -1.05014 -1.03425 -0.52 -0.42 1.32 -0.28
C -1.01528 0.29330 -0.72851 1.18 -1.00 -1.69 1.09
C -0.11615 1.35196 -0.06187 0.21 -1.73 -1.02 -0.91
C -2.49232 0.46056 -0.47458 -1.00 -1.93 0.10 -1.38
C 2.40795 -0.40716 1.72745 -1.96 2.84 0.87 -0.95
O 3.41582 -2.16918 0.37347 -0.87 1.33 0.33 -0.39
O -0.56338 -0.16275 -2.08181 -1.18 0.95 0.20 -0.49
H -0.95179 -2.01489 -0.92473 0.23 1.17 -0.62 0.20
H 0.69248 -1.23663 -0.83856 -0.29 0.24 0.34 0.17
H -0.65848 2.09516 0.48336 -0.26 0.45 0.22 0.42
H 0.61056 1.76936 -0.77155 -0.40 0.04 0.15 0.36
H 0.42981 0.68725 0.59194 0.05 0.95 0.43 -0.13
H -2.79022 1.48830 -0.47953 -0.03 0.70 -0.03 0.36
H -2.65184 0.05714 0.54997 -0.13 0.42 -0.43 0.30
H -3.24911 -0.09718 -1.12909 1.55 0.54 0.60 0.33
H 2.91256 0.16782 2.50364 0.10 -0.58 -0.29 0.31
H 1.47482 0.04348 1.34023 0.90 -0.62 0.69 0.15
```
Forces are in eV/Å.

***

Formula: C39H32Cl4N3O5SbTaTe
Source: the Open Molecules 2025 dataset
Level of theory: ωB97M-V/def2-TZVPD

Energy: -121137.758 eV
Gap between HOMO and LUMO: 0.2133 Ha
LUMO level: -0.157 Ha
Total charge: +1
E_HOMO: -10.085 eV

Structure (XYZ):
```
86
Properties=species:S:1:pos:R:3:forces:R:3:mulliken_charge:R:1
Ta -0.37933 0.45995 -0.13509 -1.29 2.76 -0.60 -0.72
C 2.41127 -0.73035 -3.64699 -0.05 0.05 0.00 -1.07
C 2.26917 0.74825 -3.46479 0.16 -0.01 -0.19 0.85
C 2.40967 1.58475 -4.57149 -0.04 0.13 0.07 -0.93
C 2.41237 2.95475 -4.39349 0.07 -0.14 0.06 -0.56
C 2.25617 3.44205 -3.10739 0.07 0.00 0.16 -0.86
C 2.00307 2.53375 -2.09309 -0.08 0.71 0.72 -0.07
N 2.02317 1.22335 -2.24159 0.07 -0.26 -0.13 0.30
Sb 1.52627 3.50405 -0.16779 0.82 0.59 0.19 1.06
C 2.32597 1.95555 1.17411 -0.09 0.66 -0.42 -0.18
C 3.62067 2.14305 1.64661 -0.12 -0.01 -0.09 -0.89
C 4.12157 1.28585 2.61081 -0.20 -0.06 -0.07 -0.71
C 3.29547 0.28385 3.08951 -0.08 0.15 -0.20 -0.90
C 2.02127 0.13005 2.55191 0.08 -0.26 0.27 0.54
C 1.13927 -0.97375 3.03661 0.02 0.04 -0.08 -0.46
N 1.55517 0.95565 1.60321 -0.62 -0.43 -0.62 0.53
C -0.50093 3.44075 0.71261 0.88 0.29 -0.28 -0.04
C -1.22763 4.61725 0.67831 0.16 0.05 -0.01 -0.76
C -2.48503 4.64255 1.26061 0.12 -0.18 0.12 -0.66
C -2.89493 3.53445 1.98191 0.29 0.01 -0.05 -0.88
C -2.07763 2.41205 2.03921 -0.25 -0.09 0.21 0.95
C -2.45683 1.22395 2.85491 -0.17 -0.08 -0.19 -1.12
N -0.93213 2.34655 1.33961 -0.18 -0.64 -0.50 0.40
H 3.20057 -0.94305 -4.36369 0.01 -0.06 -0.09 0.63
H 1.47867 -1.14385 -4.03069 -0.01 -0.14 -0.04 0.21
H 2.65287 -1.21515 -2.70669 0.03 0.01 -0.05 -0.06
H 2.52427 1.15295 -5.55509 0.08 -0.04 -0.04 0.47
H 2.53847 3.62975 -5.22689 0.04 0.02 -0.09 0.46
H 2.29437 4.50145 -2.89079 0.00 0.00 -0.07 0.66
H 4.21387 2.95855 1.26051 0.05 0.06 0.01 0.50
H 5.12447 1.40045 2.99151 0.10 0.06 0.05 0.45
H 3.62607 -0.38105 3.87341 -0.01 -0.06 0.01 0.50
H 1.59627 -1.46885 3.88961 -0.06 -0.07 0.03 0.55
H 0.98047 -1.71345 2.24951 -0.06 -0.01 -0.05 -0.30
H 0.16637 -0.58985 3.34011 -0.05 -0.05 -0.01 -0.03
H -0.81673 5.47945 0.17071 -0.05 0.04 -0.03 0.53
H -3.11633 5.51325 1.17681 -0.07 0.11 0.01 0.49
H -3.84083 3.52385 2.49801 -0.10 -0.01 0.10 0.53
H -2.99473 1.53215 3.74751 -0.02 -0.02 0.08 0.63
H -1.57613 0.65145 3.14301 -0.06 0.00 0.01 -0.12
H -3.11213 0.57945 2.26521 0.01 -0.06 0.02 0.07
Cl -5.87463 3.88635 -2.62679 -0.05 -0.01 -0.01 -0.18
C -4.26833 3.39895 -2.27019 0.10 0.18 0.01 0.64
C -3.19393 4.15575 -2.73129 -0.14 0.03 0.05 0.13
Cl -3.47093 5.59175 -3.63089 0.05 0.07 -0.04 -0.18
C -1.88743 3.75895 -2.44609 0.11 -0.30 0.18 0.33
Cl -0.53073 4.74705 -2.80969 -0.08 0.17 -0.22 -0.12
C -1.66283 2.58065 -1.75349 -1.61 0.20 -0.26 -0.72
O -0.48023 2.05985 -1.49299 0.72 -2.09 0.92 0.47
C -2.74683 1.87665 -1.19619 0.39 0.89 -0.69 -0.32
O -2.37603 0.89035 -0.40019 0.37 -0.87 0.24 0.06
C -4.04783 2.27445 -1.47029 0.25 -0.15 0.14 -0.06
Cl -5.35723 1.40945 -0.78189 -0.04 -0.19 0.13 -0.19
C 4.69657 -4.17625 0.31741 0.28 0.19 0.26 -0.76
O 3.69757 -4.71805 -0.51979 -0.27 -0.12 -0.23 -0.46
C 2.64227 -3.98095 -0.87159 -0.49 0.14 -0.25 0.89
C 1.72427 -4.60915 -1.73689 0.22 -0.07 0.07 -1.16
C 0.62947 -3.93685 -2.19259 0.06 0.29 0.13 -1.02
C 0.35717 -2.60975 -1.80599 0.50 0.37 0.58 1.64
C -0.76323 -1.88755 -2.36179 0.19 -0.33 -0.19 0.76
C -1.72943 -2.59955 -3.26369 -0.03 0.42 -0.06 -2.23
O -0.96703 -0.67865 -2.13009 0.04 0.64 1.08 0.00
C 1.25427 -1.98565 -0.88599 -0.25 -1.49 -0.81 -1.34
O 0.99237 -0.78645 -0.39699 1.06 -0.39 -0.09 1.26
C 2.39027 -2.67835 -0.45209 0.02 0.47 0.25 -0.23
H 5.45727 -4.94995 0.39681 -0.03 0.11 0.03 0.26
H 4.30267 -3.95075 1.31191 -0.03 -0.02 -0.03 0.30
H 5.13657 -3.27205 -0.11249 -0.04 -0.06 -0.03 0.31
H 1.91487 -5.62545 -2.03629 0.07 -0.15 -0.05 0.49
H -0.04013 -4.43725 -2.87049 -0.10 -0.08 -0.08 0.53
H -1.22733 -2.99975 -4.14009 0.06 -0.11 -0.08 0.47
H -2.49493 -1.89835 -3.58189 -0.01 0.04 0.00 0.37
H -2.20573 -3.41705 -2.72419 0.05 -0.08 0.06 0.41
H 3.06267 -2.16105 0.21631 0.04 0.02 0.09 0.48
Te -1.81143 -1.75685 0.57481 -1.26 -1.29 1.61 0.18
C -2.16693 -2.42875 2.63391 0.34 0.20 -0.45 0.20
C -1.30463 -3.31925 3.26241 0.21 0.05 -0.34 -0.06
C -1.66093 -3.92935 4.45181 -0.02 -0.04 0.09 -0.69
C -2.88183 -3.65335 5.03981 -0.07 0.04 -0.02 -0.45
C -3.74923 -2.76935 4.42081 -0.03 -0.02 0.09 -0.70
C -3.39613 -2.16665 3.22631 -0.06 0.30 -0.45 -0.29
H -0.36263 -3.57375 2.80381 0.14 -0.04 -0.08 0.37
H -0.99593 -4.64585 4.90641 0.15 -0.06 0.07 0.41
H -3.16393 -4.13855 5.96071 -0.03 -0.05 0.10 0.39
H -4.71763 -2.56275 4.85061 -0.08 0.03 0.06 0.40
H -4.09833 -1.51245 2.72881 -0.07 0.05 0.00 0.43
```
Forces are in eV/Å.

***

Formula: C4H6FN
Source: the Open Molecules 2025 dataset
Level of theory: ωB97M-V/def2-TZVPD

Energy: -8450.701 eV
SMILES: F/C=C\[C@@H]1CN1
Gap between HOMO and LUMO: 0.3862 Ha
LUMO level: 0.041 Ha
E_HOMO: -9.382 eV

Structure (XYZ):
```
12
Properties=species:S:1:pos:R:3:forces:R:3:mulliken_charge:R:1
C -2.02954 0.44530 0.01912 0.54 0.75 -0.18 -0.13
C -0.74142 0.80081 -0.09989 -0.26 -2.11 0.53 -0.60
C 0.29113 -0.33600 -0.28103 -2.23 1.82 -0.63 0.21
C 1.42917 -0.37725 0.65341 0.15 -1.30 -0.13 -0.41
H -2.86006 1.11784 0.22713 0.17 -0.21 -0.09 0.35
H -0.37549 1.81609 0.08529 -0.37 -0.41 -0.20 0.35
H -0.21049 -1.18945 -0.78728 1.01 0.26 0.71 0.33
H 1.82086 -1.39875 0.81676 -0.01 0.82 0.15 0.24
H 1.50492 0.32830 1.47242 -0.05 -0.10 -0.06 0.23
H 2.04890 -0.53353 -1.25610 0.14 0.03 -0.28 0.24
N 1.58068 0.17204 -0.70568 0.50 -0.25 0.09 -0.57
F -2.45866 -0.84540 -0.14415 0.40 0.70 0.10 -0.25
```
Forces are in eV/Å.

***

Molar mass values (in g mol⁻¹) by entry order: 146.5 700.1 114.1 1194.8 87.1.
ΔE to the lowest compared entry with this formula, charge and spin values (in kJ/mol) by entry order: 141.8 0.0 314.9 170.6 157.6.